# 1
Computed, not measured: C19H42NO15P2S2 as an isolated structure at a distorted geometry, with ωB97M-V/def2-TZVPD.

Geometry (Å):
S -0.73 3.27 -0.52
S -2.00 5.38 -1.73
P -4.03 -4.60 0.87
P 4.82 0.95 1.82
O -4.90 -3.89 1.87
O 4.45 2.33 1.02
O -3.03 -3.33 0.58
O -0.62 5.52 -4.68
O -0.96 6.33 -1.42
O -3.40 -5.40 -0.46
O -1.57 3.45 0.65
O 4.67 -0.05 0.69
O -1.96 -0.29 -1.64
O 6.48 0.94 1.81
O -3.70 0.84 -0.81
O 0.57 3.87 -0.21
O -3.15 5.45 -0.86
O 4.83 1.73 3.29
O -3.15 -5.54 1.90
N -1.34 3.87 -1.91
C -1.10 0.86 -1.98
C 7.48 0.38 -0.34
C -4.04 -7.76 1.33
C -2.84 -1.73 2.41
C -3.47 0.61 -4.34
C -1.65 5.00 -4.40
C 7.22 -0.04 1.10
C 6.42 3.61 2.88
C -2.12 -5.09 -1.03
C -0.44 1.48 -0.72
C -3.28 0.25 -1.78
C 2.29 2.86 2.07
C -4.14 0.08 -3.03
C -3.34 -2.00 1.00
C 5.95 2.48 3.77
C 3.05 2.60 0.78
C -2.65 5.70 -3.43
C -3.78 -6.72 2.41
C -0.93 -5.19 -0.08
H 6.58 0.77 -0.82
H 1.27 3.15 1.86
H -4.71 -6.44 2.91
H -1.00 -4.51 0.77
H 5.64 2.91 4.73
H -1.96 -5.80 -1.84
H -3.26 -0.81 2.80
H -3.63 5.16 -3.45
H -0.84 -6.20 0.31
H 2.27 1.97 2.71
H 6.73 -1.01 1.15
H -3.12 1.64 -4.12
H -4.46 -0.97 -3.18
H 2.77 3.65 2.65
H -0.85 0.95 0.16
H -4.22 0.70 -5.16
H -4.76 -7.39 0.60
H -0.01 -4.94 -0.62
H 7.27 4.13 3.35
H 7.86 -0.46 -0.93
H 6.77 1.80 4.01
H 0.65 1.29 -0.72
H 2.61 1.76 0.24
H -1.86 3.98 -4.82
H 8.18 -0.16 1.61
H -0.34 0.46 -2.68
H -3.09 -2.54 3.10
H -5.05 0.70 -2.88
H -4.44 -8.67 1.77
H -2.75 6.77 -3.63
H -3.11 -7.13 3.17
H 5.62 4.34 2.73
H 3.00 3.48 0.14
H -2.15 -4.10 -1.50
H -2.60 0.02 -4.67
H -1.75 -1.65 2.41
H -4.41 -1.80 0.91
H 8.21 1.19 -0.37
H -3.12 -7.99 0.80
H -1.73 1.56 -2.56
H -2.86 -1.31 0.31
H 6.75 3.28 1.90

Calculated values
- Total charge: -1
- 2S+1: 1
- HOMO-LUMO gap: 6.38 eV
- LUMO energy: 0.02859 Eh

Table of Löwdin atomic charges, one value per atom, all in e:
1 S 0.545
2 S 0.523
3 P 0.660
4 P 0.666
5 O -0.220
6 O -0.224
7 O -0.251
8 O 0.053
9 O -0.331
10 O -0.247
11 O -0.347
12 O -0.230
13 O -0.081
14 O -0.264
15 O 0.139
16 O -0.365
17 O -0.347
18 O -0.241
19 O -0.227
20 N -0.335
21 C -0.189
22 C -0.075
23 C -0.089
24 C -0.060
25 C -0.092
26 C -0.337
27 C -0.291
28 C -0.079
29 C -0.267
30 C -0.168
31 C -0.452
32 C -0.077
33 C -0.130
34 C -0.262
35 C -0.276
36 C -0.273
37 C -0.178
38 C -0.292
39 C -0.077
40 H 0.074
41 H 0.061
42 H 0.109
43 H 0.067
44 H 0.118
45 H 0.117
46 H 0.083
47 H 0.090
48 H 0.073
49 H 0.068
50 H 0.102
51 H 0.064
52 H 0.119
53 H 0.080
54 H 0.113
55 H 0.075
56 H 0.066
57 H 0.084
58 H 0.079
59 H 0.074
60 H 0.108
61 H 0.088
62 H 0.093
63 H 0.109
64 H 0.113
65 H 0.130
66 H 0.069
67 H 0.122
68 H 0.075
69 H 0.106
70 H 0.116
71 H 0.079
72 H 0.112
73 H 0.112
74 H 0.079
75 H 0.076
76 H 0.110
77 H 0.072
78 H 0.077
79 H 0.078
80 H 0.088
81 H 0.064

---

# 2
Computed, not measured: a 2-piece molecular cluster, C19H42NO2 overall, with ωB97M-V/def2-TZVPD.

Geometry (Å):
O -2.87 0.69 4.02
O -0.63 -3.04 -2.96
N -2.26 -0.01 1.66
C 0.58 1.98 -1.76
C 3.00 -1.10 2.25
C 0.85 -3.45 -4.84
C 0.26 2.95 -0.58
C 3.30 -0.33 0.95
C 1.75 -3.17 -2.50
C -0.64 1.56 -2.58
C 3.03 2.18 0.58
C 1.81 2.50 1.47
C 3.91 1.07 1.17
C -3.96 0.96 3.16
C -3.45 0.90 1.71
C -2.20 0.50 -0.85
C -2.62 -0.69 4.01
C 0.44 2.35 0.82
C -2.49 -1.19 2.56
C 0.67 -2.77 -3.49
C -1.86 -0.47 0.27
C -1.27 0.26 -2.07
H 2.35 -0.21 0.42
H -3.44 -1.24 4.49
H 3.71 -0.85 3.03
H 1.34 2.43 -2.39
H -0.29 2.83 1.48
H -1.38 2.37 -2.59
H -3.11 1.89 1.41
H -4.36 1.94 3.38
H 0.79 -4.53 -4.72
H -2.06 1.53 -0.52
H -4.75 0.21 3.32
H 4.90 1.12 0.73
H -1.79 -0.27 -2.85
H 1.03 1.08 -1.33
H -0.70 -4.00 -2.83
H -1.66 -1.89 2.43
H 1.82 -3.21 -5.27
H -4.22 0.55 1.03
H 0.69 -1.68 -3.63
H -0.45 -0.38 -1.74
H 1.85 1.83 2.33
H 4.02 1.23 2.25
H -3.24 0.37 -1.15
H 3.05 -2.18 2.09
H -2.28 -1.45 0.10
H 0.83 3.88 -0.67
H 0.07 -3.14 -5.53
H 2.72 1.84 -0.41
H -3.40 -1.67 2.21
H 1.60 -2.66 -1.54
H -1.71 -0.87 4.58
H 1.92 3.51 1.87
H 3.63 3.07 0.43
H -0.34 1.41 -3.62
H 2.00 -0.88 2.62
H 3.93 -0.94 0.31
H -0.78 3.24 -0.68
H -0.78 -0.59 0.31
H 0.16 1.28 0.78
H 2.74 -2.92 -2.87
H 1.71 -4.24 -2.31
H -1.47 0.52 2.03

Calculated values
- Total charge: +1
- 2S+1: 1
- Energy above the lowest of the compared OMol25 structures with the same formula, charge and spin: 0.00 kcal per mole
- HOMO-LUMO gap: 10.22 eV
- LUMO energy: -0.08762 Eh

Table of Löwdin atomic charges, one value per atom, all in e:
1 O -0.110
2 O -0.069
3 N -0.077
4 C -0.190
5 C -0.107
6 C -0.055
7 C -0.181
8 C -0.245
9 C -0.057
10 C -0.189
11 C -0.194
12 C -0.182
13 C -0.204
14 C -0.151
15 C -0.064
16 C -0.159
17 C -0.155
18 C -0.215
19 C -0.066
20 C -0.505
21 C -0.104
22 C -0.179
23 H 0.078
24 H 0.135
25 H 0.071
26 H 0.113
27 H 0.107
28 H 0.113
29 H 0.135
30 H 0.141
31 H 0.085
32 H 0.091
33 H 0.133
34 H 0.108
35 H 0.115
36 H 0.085
37 H 0.087
38 H 0.142
39 H 0.085
40 H 0.143
41 H 0.126
42 H 0.087
43 H 0.102
44 H 0.103
45 H 0.122
46 H 0.066
47 H 0.142
48 H 0.120
49 H 0.083
50 H 0.084
51 H 0.142
52 H 0.065
53 H 0.135
54 H 0.114
55 H 0.112
56 H 0.111
57 H 0.052
58 H 0.102
59 H 0.092
60 H 0.120
61 H 0.076
62 H 0.084
63 H 0.085
64 H 0.166

---

# 3
Computed, not measured: C19H42NOP3RhSe as an isolated structure at a distorted geometry, with ωB97M-V/def2-TZVPD.

Geometry (Å):
Rh -0.04 -0.10 1.41
Se 0.07 2.47 -2.14
P -2.23 0.38 0.81
P 2.17 -0.09 0.63
P 0.24 1.91 2.09
O 0.02 -1.99 2.39
N -1.08 -3.03 4.00
C 2.36 -1.29 -0.75
C 0.14 -0.97 -4.63
C -2.94 -0.58 -0.59
C 0.77 1.73 -4.93
C -1.03 2.24 3.38
C 0.55 -0.52 -5.87
C 0.35 -1.20 4.73
C -0.79 -3.96 -5.49
C -2.83 2.08 0.44
C 3.12 1.35 0.04
C -3.22 -0.19 2.26
C 0.87 0.83 -5.99
C -0.24 -2.04 3.65
C -0.73 -4.19 -4.13
C 0.29 1.27 -3.68
C 0.26 3.41 1.06
C 0.02 -0.12 -3.52
C 1.76 2.05 3.10
C 3.08 -0.88 2.00
H -0.23 -4.44 -6.35
H -2.41 2.43 -0.51
H -2.47 -0.26 -1.52
H 1.67 2.95 3.71
H 3.36 -0.17 2.78
H -1.41 -3.84 -3.32
H 3.98 -1.34 1.57
H 2.65 2.15 2.48
H 0.03 -4.81 -3.67
H -4.31 -0.18 2.04
H -2.73 -1.65 -0.44
H -0.28 -0.51 -2.55
H -0.15 -2.01 -4.57
H -0.22 -0.25 4.86
H 2.01 -0.83 -1.70
H -2.01 2.42 2.96
H -2.92 -1.23 2.51
H 2.71 1.71 -0.91
H 1.19 1.16 -6.97
H -1.26 -3.12 4.98
H 3.44 -1.50 -0.82
H 2.46 -1.67 2.43
H 1.09 3.41 0.35
H -2.57 2.82 1.20
H -0.92 1.53 -1.51
H 0.64 -1.15 -6.76
H -0.65 3.54 0.47
H 3.16 2.19 0.73
H 1.79 -2.20 -0.50
H -3.93 2.09 0.35
H -1.48 -3.64 3.29
H -1.45 -3.16 -5.84
H 0.37 4.30 1.69
H 0.25 -1.74 5.70
H 1.87 1.19 3.74
H 1.43 -1.05 4.53
H -4.03 -0.42 -0.65
H 1.05 2.79 -5.06
H -0.72 3.12 3.94
H -1.10 1.39 4.06
H -3.03 0.44 3.15
H 4.15 1.01 -0.13

Calculated values
- Total charge: +3
- 2S+1: 5
- Expectation value of S²: 6.0248
- Energy above the lowest of the compared OMol25 structures with the same formula, charge and spin: 16.90 kcal per mole
- HOMO-LUMO gap (spin up / spin down): 6.83 / 3.99 eV
- LUMO energy (spin up / spin down): -0.29903 / -0.45376 Eh

Table of Löwdin atomic charges, one value per atom, all in e:
1 Rh 0.533
2 Se 1.090
3 P 0.708
4 P 0.725
5 P 0.618
6 O -0.183
7 N 0.231
8 C -0.229
9 C -0.012
10 C -0.239
11 C -0.042
12 C -0.231
13 C 0.041
14 C 0.026
15 C -0.069
16 C -0.242
17 C -0.232
18 C -0.218
19 C -0.003
20 C -0.493
21 C -0.082
22 C -0.463
23 C -0.250
24 C -0.088
25 C -0.234
26 C -0.213
27 H 0.096
28 H 0.012
29 H 0.023
30 H 0.071
31 H 0.050
32 H 0.058
33 H 0.074
34 H 0.023
35 H 0.048
36 H 0.084
37 H 0.059
38 H 0.089
39 H 0.050
40 H 0.088
41 H 0.030
42 H 0.020
43 H 0.044
44 H 0.021
45 H 0.139
46 H 0.135
47 H 0.069
48 H 0.036
49 H 0.010
50 H 0.032
51 H -0.122
52 H 0.152
53 H 0.008
54 H 0.033
55 H 0.062
56 H 0.086
57 H 0.157
58 H 0.049
59 H 0.087
60 H 0.113
61 H 0.034
62 H 0.097
63 H 0.074
64 H 0.137
65 H 0.069
66 H 0.025
67 H 0.044
68 H 0.081

---

| no. | calculated total energy (a.u.) |
| --- | --- |
| 1 | -3411.58880 |
| 2 | -954.10893 |
| 3 | -4414.11639 |